1.
C35H62O15 | the ωB97M-V functional and the def2-TZVPD basis

Results
Frontier orbital gap ... 9.7 eV
Calculated total energy ... -68010.76046 eV
HOMO level ... -9.5 eV

```
! wB97M-V def2-TZVPD RIJCOSX def2/J DEFGRID3
* xyz 0 1
C 5.84692 -0.37449 -0.24347
O 6.26420 -1.56310 -0.90760
C 7.55701 -1.63184 -1.23665
O 8.37288 -0.81960 -0.88188
O 7.75381 -2.71834 -1.94646
C 9.07336 -2.90146 -2.42494
H 6.51201 -0.23868 0.61223
H 4.81830 -0.49344 0.07155
H 5.99972 0.50029 -0.87646
H 9.80665 -3.00488 -1.62181
H 9.44056 -2.12681 -3.09454
H 9.10563 -3.86140 -2.93752
O -1.98123 -0.10940 3.70149
C -2.77074 -0.12844 4.60251
C -2.62064 -0.78788 5.94940
C -3.94586 -0.46563 6.64649
C -4.77116 0.37890 5.67145
O -3.93464 0.54965 4.50816
H -2.51376 -1.86233 5.83579
H -1.78757 -0.43166 6.54880
H -4.43922 -1.39574 6.93359
H -3.81120 0.05569 7.59424
H -5.72838 -0.08022 5.43868
H -4.96146 1.36070 6.09876
O -0.28471 -4.27413 6.88402
C -0.39319 -3.91938 5.74740
C -1.22848 -4.61908 4.67708
C -1.38015 -3.48693 3.66459
C -0.04867 -2.73792 3.84328
O 0.21991 -2.82756 5.25539
H -0.58206 -5.36785 4.22067
H -2.14695 -4.96247 5.13640
H -1.37737 -3.85763 2.63612
H -2.24646 -2.84392 3.78172
H 0.71623 -3.13701 3.17590
H -0.19895 -1.69559 3.56818
O 0.89373 3.18484 -7.55114
C 1.29607 2.88700 -6.46188
C 2.39859 1.92050 -6.10312
C 2.33110 1.93208 -4.57691
C 1.65469 3.24852 -4.24743
O 0.77104 3.48108 -5.36404
H 2.23268 0.92540 -6.50895
H 3.37548 2.23990 -6.46576
H 1.67641 1.11644 -4.25872
H 3.27791 1.73952 -4.07229
H 1.05455 3.19769 -3.33821
H 2.32207 4.10794 -4.15011
O -4.57327 2.17412 -5.00019
C -3.66921 1.89401 -4.27534
C -2.60849 0.84693 -4.48013
C -1.46067 1.39159 -3.66517
C -2.22893 2.02887 -2.49191
O -3.46229 2.50621 -3.07313
H -2.97060 -0.13470 -4.16112
H -2.33425 0.70583 -5.52510
H -0.72495 0.66906 -3.31520
H -1.01760 2.23985 -4.18881
H -2.66486 1.34601 -1.75388
H -1.58544 2.75007 -1.98861
C 1.54075 -2.98841 -2.87057
C 2.02826 -1.78879 -3.68190
C 3.49739 -2.12771 -3.94361
O 3.52156 -3.53926 -4.06462
C 2.29337 -4.10661 -3.59457
H 0.46381 -3.04832 -3.03160
H 1.76493 -2.88904 -1.81298
H 1.89867 -0.80752 -3.22349
H 1.40862 -1.75187 -4.58428
H 4.10554 -1.90612 -3.05694
H 3.87031 -1.55632 -4.79576
H 2.45047 -5.00498 -3.00509
H 1.72639 -4.32123 -4.50843
C 0.63512 1.14872 -0.19426
C 0.16624 0.38061 1.04574
C 0.47472 -1.07351 0.61981
O 1.40211 -0.96593 -0.45987
C 1.89634 0.36303 -0.54935
H 0.83415 2.16541 0.17069
H 0.01477 1.28419 -1.07627
H -0.86709 0.59361 1.30978
H 0.80962 0.63932 1.88624
H -0.42339 -1.57770 0.26351
H 0.97084 -1.57988 1.44974
H 2.27769 0.57763 -1.54656
H 2.69813 0.54749 0.17704
C -4.07646 0.07919 0.23008
C -4.17733 -1.04056 -0.82759
C -5.40291 -1.83172 -0.40906
O -5.54334 -1.58580 0.98470
C -5.19641 -0.22426 1.25243
H -4.36787 1.01171 -0.27070
H -3.08514 0.31315 0.61142
H -3.36066 -1.76892 -0.78376
H -4.20376 -0.66369 -1.84864
H -5.37109 -2.91243 -0.51695
H -6.31831 -1.44562 -0.88446
H -4.84288 -0.24199 2.28169
H -6.12471 0.33939 1.12789
C -1.78875 4.21031 3.60188
C -0.48129 3.71985 2.96428
C 0.02649 5.03456 2.39294
O -0.30287 6.01943 3.34209
C -1.42044 5.59859 4.14481
H -2.21187 3.59110 4.39348
H -2.48571 4.21113 2.75876
H -0.65235 2.89807 2.27459
H 0.19110 3.39436 3.76416
H -0.43319 5.29197 1.42848
H 1.10021 4.99626 2.19430
H -2.23602 6.31728 4.10230
H -1.01185 5.50267 5.15309
*
```

---

2.
C5H12N2O | the ωB97M-V functional and the def2-TZVPD basis

Results
Energy relative to the best compared isomer or geometry (same formula, charge and spin) ... 51.0 kcal/mol
Frontier orbital gap ... 8.9 eV
Calculated total energy ... -10406.21436 eV
HOMO level ... -7.9 eV

```
! wB97M-V def2-TZVPD RIJCOSX def2/J DEFGRID3
* xyz 0 1
C 0.20818 -0.72794 2.25970
C -0.24638 0.46190 1.46816
O 0.01171 1.63485 2.14352
C -1.09425 0.45590 0.41881
N -1.15527 -0.61171 -0.52111
C -0.00227 -0.55153 -1.39993
C -0.03790 0.71736 -2.24591
N 1.23394 -0.52673 -0.55838
H -0.22453 -1.65174 1.89668
H 1.29246 -0.80448 2.19663
H -0.06014 -0.58328 3.30344
H -0.42417 2.35955 1.67505
H -1.64242 1.34383 0.12804
H -1.15469 -1.50733 -0.04087
H -0.04983 -1.43777 -2.05651
H -1.03232 0.85622 -2.65928
H 0.67606 0.64060 -3.06296
H 0.22062 1.57653 -1.63467
H 1.45581 -1.46399 -0.22511
H 2.02539 -0.18024 -1.08531
*
```

---

3.
C4H8N4O2 | the ωB97M-V functional and the def2-TZVPD basis

Results
Energy relative to the best compared isomer or geometry (same formula, charge and spin) ... 122.9 kcal/mol
Frontier orbital gap ... 10.0 eV
Calculated total energy ... -14327.77280 eV
HOMO level ... -9.8 eV

```
! wB97M-V def2-TZVPD RIJCOSX def2/J DEFGRID3
* xyz 0 1
N 0.97099 -1.83506 -0.98268
N 1.79907 -0.72361 -0.65285
C 1.48086 0.30517 0.15536
O 1.98177 1.34508 -0.11280
C 0.59997 -0.16205 1.41324
C -0.72847 -0.38282 1.34332
C -1.60441 -0.27571 -0.00750
O -2.20767 -1.34383 -0.38134
N -1.37565 0.96703 -0.75882
N -0.83855 2.20650 -0.43046
H -0.12023 -1.50033 -1.05611
H 0.84150 -2.69199 -0.17749
H 2.42604 -0.16504 -1.24570
H 1.20091 -0.61440 2.30727
H -1.33288 -1.14505 2.16578
H -1.63316 1.04479 -1.75767
H -1.60310 2.84372 0.18442
H 0.14302 2.12759 -0.00597
*
```

---

4.
C19H28F5O3ScTe | the ωB97M-V functional and the def2-TZVPD basis

Results
Energy relative to the best compared isomer or geometry (same formula, charge and spin) ... 0.0 kcal/mol
Frontier orbital gap ... 6.3 eV
Calculated total energy ... -67881.89912 eV
HOMO level ... -7.6 eV

```
! wB97M-V def2-TZVPD RIJCOSX def2/J DEFGRID3
* xyz 0 1
O 2.01812 1.53991 0.79031
C 2.13796 2.91275 0.21605
C 3.65529 2.78227 0.06297
H 1.75612 3.62102 0.95941
H 1.61868 3.01578 -0.74547
C 3.47965 1.34349 0.66884
H 4.20843 3.50908 0.65624
H 4.01941 2.82445 -0.98297
C 3.98566 0.95442 2.03361
H 3.69616 1.69188 2.78552
H 5.07878 0.83231 2.00512
H 3.51306 0.01250 2.36163
C 3.81858 0.24983 -0.31977
H 3.48152 0.50260 -1.32552
H 3.32988 -0.69134 -0.03298
H 4.90430 0.06893 -0.31932
Sc 0.22757 0.42512 0.29125
C -0.21136 -0.94994 -1.89724
C -1.01917 0.21805 -1.93043
C -0.15586 1.34805 -2.04808
H -2.09422 0.24504 -1.96741
C 1.18872 0.87199 -2.09832
C 1.15588 -0.55359 -1.94987
H 2.02516 -1.21027 -1.94051
H -0.57956 -1.97645 -1.93241
H -0.46721 2.38534 -2.13679
H 2.06597 1.47772 -2.31493
C -0.74872 -1.81556 0.95768
C 0.59580 -2.17480 0.65955
C 1.45514 -1.48894 1.56184
H 0.93674 -2.89243 -0.09183
C 0.63799 -0.72039 2.45162
C -0.73201 -0.93322 2.08406
H -1.60085 -0.56636 2.61019
H -1.64530 -2.20985 0.49592
H 2.53204 -1.62703 1.62888
H 0.99109 -0.14335 3.30586
O 3.46673 3.76808 2.75380
C 4.92117 3.74946 2.89786
C 5.47264 5.17298 3.14511
H 5.38665 3.35442 1.97205
H 5.23568 3.08399 3.73064
C 4.21891 6.07534 3.17603
H 6.17126 5.47525 2.34717
H 6.02388 5.17602 4.09269
C 3.00851 5.10795 3.03013
H 4.24395 6.79098 2.34191
H 4.13708 6.65895 4.10267
H 2.37239 5.40690 2.18206
H 2.40348 5.11382 3.96112
F -3.14878 -0.24550 -0.05211
Te -3.19704 1.52732 0.68158
F -3.09804 2.24088 -1.07547
F -5.08441 1.43048 0.48247
F -3.31798 3.27894 1.39194
F -3.32877 0.75073 2.42052
O -1.32794 1.51792 0.76252
*
```

---

5.
C4H8NO3 | the ωB97M-V functional and the def2-TZVPD basis

Results
Energy relative to the best compared isomer or geometry (same formula, charge and spin) ... 27.5 kcal/mol
Frontier orbital gap ... 11.0 eV
Calculated total energy ... -11902.40425 eV
HOMO level ... -14.8 eV

```
! wB97M-V def2-TZVPD RIJCOSX def2/J DEFGRID3
* xyz 1 1
N -0.42466 -0.64827 1.25450
C 0.55756 -0.06581 0.24821
C -0.01340 0.98516 -0.66270
C -0.66049 2.16174 0.01790
O -1.13665 1.97712 1.10657
C 0.87642 -1.20912 -0.73352
O 1.63982 -1.23573 -1.66083
O 0.01672 -2.27265 -0.48236
H 0.17702 -1.45155 1.77076
H -0.61927 0.10377 1.99993
H -1.30595 -0.97952 0.88678
H 1.46599 0.32938 0.86409
H 0.92788 1.33270 -1.20985
H -0.49698 0.65915 -1.55538
H -0.79492 3.02521 -0.47156
H -0.20908 -2.71158 -1.37255
*
```

---

6.
C4H12 | the ωB97M-V functional and the def2-TZVPD basis

Results
Energy relative to the best compared isomer or geometry (same formula, charge and spin) ... 9.4 kcal/mol
Frontier orbital gap (alpha / beta) ... 13.8 / 4.6 eV
Calculated total energy ... -4330.82373 eV
Expectation value of S² ... 0.75
HOMO level (alpha / beta) ... -16.8 / -15.6 eV

```
! wB97M-V def2-TZVPD RIJCOSX def2/J DEFGRID3
* xyz 1 2
C -0.20604 -2.52250 -0.49476
C -0.26699 -1.20791 -1.32825
H 0.73597 -2.71064 -0.00132
H -0.94416 -2.45163 0.31164
H -0.43308 -3.31569 -1.22555
H -1.29490 -0.87135 -1.43972
H 0.27942 -1.32332 -2.25945
H 0.35235 -0.53655 -0.66280
C -0.31769 2.01321 0.37463
C 0.67362 1.72341 1.44785
H 0.25149 2.59509 -0.39564
H -0.49261 1.09353 -0.29509
H -1.23967 2.41018 0.77835
H 1.26843 0.82813 1.23457
H 0.22297 1.71687 2.43518
H 1.41088 2.55919 1.52036
*
```

---

Max |F| for the records above, in order: 2.23 1.86 5.28 2.72 4.64 1.81 eV/A